No. 1
{"formula": "C37H41BF13O40PS", "method": "ωB97M-V/def2-TZVPD", "e_lumo_ev": -0.29, "smiles": "CP(O)[C@@]1(F)OS(=O)(=O)O[C@]1(F)CB(O)O.O=C1OC[C@@H](F)O1.O=C1OC[C@@H](F)O1.O=C1OC[C@@H](F)O1.O=C1OC[C@@H](F)O1.O=C1OC[C@@H](F)O1.O=C1OC[C@@H](F)O1.O=C1OC[C@@H](F)O1.O=C1OC[C@@H](F)O1.O=C1OC[C@@H](F)O1.O=C1OC[C@@H](F)O1.O=C1OC[C@@H](F)O1", "elements": ["C", "P", "O", "C", "F", "O", "S", "O", "O", "O", "C", "F", "C", "B", "O", "O", "H", "H", "H", "H", "H", "H", "H", "H", "O", "C", "O", "C", "C", "F", "O", "H", "H", "H", "O", "C", "O", "C", "C", "F", "O", "H", "H", "H", "O", "C", "O", "C", "C", "F", "O", "H", "H", "H", "O", "C", "O", "C", "C", "F", "O", "H", "H", "H", "O", "C", "O", "C", "C", "F", "O", "H", "H", "H", "O", "C", "O", "C", "C", "F", "O", "H", "H", "H", "O", "C", "O", "C", "C", "F", "O", "H", "H", "H", "O", "C", "O", "C", "C", "F", "O", "H", "H", "H", "O", "C", "O", "C", "C", "F", "O", "H", "H", "H", "O", "C", "O", "C", "C", "F", "O", "H", "H", "H", "O", "C", "O", "C", "C", "F", "O", "H", "H", "H"], "positions_angstrom": [[1.05458, -3.12394, 0.80346], [-0.23395, -1.83544, 0.99586], [-1.33789, -2.66811, 1.85140], [-1.06016, -1.78947, -0.73697], [-2.29882, -2.33919, -0.73527], [-1.25522, -0.38151, -0.98794], [-1.14166, 0.00479, -2.52127], [-2.39937, 0.54360, -2.93035], [-0.03011, 0.84489, -2.81643], [-0.90837, -1.48296, -3.03838], [-0.27401, -2.23501, -1.97038], [0.96741, -1.67842, -1.82147], [-0.29271, -3.69031, -2.37164], [1.06977, -4.36628, -2.86231], [0.94208, -5.52857, -3.59039], [2.32821, -3.93124, -2.51377], [1.99874, -2.60309, 0.65140], [1.09280, -3.65032, 1.75611], [0.90164, -3.83250, -0.00630], [-1.97845, -2.03196, 2.22063], [-1.00334, -3.77372, -3.19393], [-0.71339, -4.30130, -1.56868], [1.36539, -5.46312, -4.45259], [2.50731, -3.02035, -2.77071], [3.80949, -0.75294, 1.13296], [3.90768, -0.17981, 0.09707], [2.88233, 0.10654, -0.72771], [3.37054, 0.93445, -1.79283], [4.84327, 0.58766, -1.79257], [5.62268, 1.63441, -2.14341], [5.07749, 0.26825, -0.42518], [3.20771, 1.98313, -1.54614], [2.86497, 0.69641, -2.72439], [5.10655, -0.27359, -2.40448], [-1.96495, 3.39624, 2.28753], [-2.06309, 3.57270, 1.12250], [-1.40119, 2.88815, 0.16710], [-1.88970, 3.30307, -1.11279], [-2.46385, 4.66473, -0.79901], [-3.56241, 4.95147, -1.54956], [-2.85844, 4.53109, 0.54815], [-2.66142, 2.60258, -1.43571], [-1.08320, 3.31699, -1.84162], [-1.75605, 5.49064, -0.88919], [5.17940, 4.53934, 0.91238], [4.10857, 4.17465, 1.26842], [3.47072, 4.58715, 2.38157], [2.15680, 4.01183, 2.39414], [2.34061, 2.80366, 1.50224], [1.23607, 2.50682, 0.78669], [3.36030, 3.24056, 0.61130], [1.44497, 4.71620, 1.96158], [1.85743, 3.76378, 3.40754], [2.67832, 1.90649, 2.02598], [7.02912, -2.14485, -2.16339], [6.42755, -2.79782, -2.94425], [6.58252, -4.12199, -3.14936], [5.55921, -4.56510, -4.04815], [5.19243, -3.28063, -4.76337], [3.87262, -3.22742, -5.08660], [5.45564, -2.30396, -3.77462], [4.71070, -4.94518, -3.47618], [5.94026, -5.33971, -4.70705], [5.78376, -3.06468, -5.65394], [6.41011, 0.39776, 4.87173], [6.69304, 0.80050, 3.79244], [6.07862, 1.82124, 3.15807], [6.80572, 2.11082, 1.95534], [7.51922, 0.80379, 1.70013], [8.73414, 0.97524, 1.12855], [7.69122, 0.29278, 3.01704], [7.51217, 2.92000, 2.14235], [6.13118, 2.39800, 1.15780], [6.94658, 0.08602, 1.11501], [-3.34458, -0.72556, 2.14595], [-4.38432, -1.30151, 2.27163], [-5.21999, -1.15367, 3.30889], [-6.40103, -1.92857, 3.04904], [-5.88991, -2.93574, 2.04041], [-6.83108, -3.28875, 1.13954], [-4.85692, -2.20919, 1.38851], [-7.17101, -1.29174, 2.61206], [-6.76887, -2.37366, 3.96821], [-5.45322, -3.83634, 2.47216], [-10.04490, 5.20526, -1.30979], [-8.92803, 5.56829, -1.46247], [-7.86566, 4.74092, -1.60871], [-6.71331, 5.53368, -1.91201], [-7.11284, 6.88469, -1.35779], [-6.60484, 7.90817, -2.08208], [-8.52331, 6.86577, -1.49665], [-6.57863, 5.58013, -2.99343], [-5.82704, 5.11819, -1.44662], [-6.86025, 7.03737, -0.30740], [0.54577, 3.33270, -7.10658], [-0.49381, 2.89099, -6.75725], [-1.28184, 3.42584, -5.79155], [-2.51329, 2.69864, -5.75962], [-2.11102, 1.38132, -6.38178], [-3.11901, 0.82063, -7.09093], [-1.06940, 1.75941, -7.26029], [-3.25651, 3.20858, -6.37458], [-2.87570, 2.59919, -4.74026], [-1.72633, 0.65490, -5.66500], [11.59987, -3.16268, 6.87506], [11.03598, -2.17304, 6.55352], [9.77101, -2.11601, 6.07795], [9.39610, -0.73937, 5.94826], [10.74400, -0.06179, 5.84650], [10.74849, 1.17166, 6.40963], [11.57851, -0.92086, 6.59913], [8.86188, -0.42036, 6.84389], [8.76576, -0.59241, 5.07935], [11.13670, 0.01714, 4.83114], [-9.68261, 0.58537, 2.12629], [-9.75586, 0.87123, 0.97869], [-10.26585, 2.02345, 0.49358], [-10.02945, 2.06404, -0.91959], [-9.86787, 0.59603, -1.24705], [-8.98367, 0.38417, -2.25227], [-9.33691, 0.07070, -0.04407], [-9.11306, 2.61770, -1.11816], [-10.85713, 2.54273, -1.43239], [-10.79675, 0.07436, -1.48367], [-3.72932, -8.48477, 4.24778], [-3.34342, -7.37390, 4.34909], [-2.04351, -6.99241, 4.36349], [-1.98828, -5.56386, 4.34333], [-3.34893, -5.19463, 4.89460], [-3.82867, -4.04997, 4.33886], [-4.15277, -6.27601, 4.48011], [-1.87762, -5.21341, 3.31533], [-1.15925, -5.20319, 4.94515], [-3.39435, -5.10379, 5.98071]], "forces_ev_per_angstrom": [[-0.23, 0.14, -0.22], [0.52, 0.57, 0.29], [-0.22, -0.29, 0.02], [-0.08, 0.42, 0.36], [0.13, -0.32, -0.12], [0.42, 0.08, -0.12], [-0.86, 1.24, -0.02], [-0.05, -0.81, -0.24], [0.42, -0.54, 0.39], [0.23, 0.14, -0.02], [-0.67, -0.04, -0.41], [0.36, -0.31, -0.01], [0.16, 0.15, -0.18], [0.13, -0.26, 0.22], [-0.48, 0.46, -0.04], [0.02, -0.04, -0.88], [0.05, -0.06, 0.01], [0.04, -0.03, 0.01], [0.00, -0.13, 0.11], [0.00, -0.03, -0.15], [-0.07, -0.07, 0.06], [0.04, 0.03, 0.06], [0.38, -0.36, 0.18], [-0.05, 0.17, 0.57], [-0.01, 0.06, 0.10], [-0.02, 0.09, 0.00], [-0.04, 0.01, 0.02], [-0.11, 0.05, -0.20], [0.04, 0.19, 0.00], [-0.01, 0.00, 0.10], [-0.01, -0.18, -0.13], [0.10, 0.01, 0.03], [-0.10, -0.16, 0.10], [0.13, 0.05, -0.04], [0.00, 0.03, 0.01], [-0.02, -0.13, 0.04], [-0.11, 0.11, -0.06], [0.12, -0.22, -0.10], [-0.07, -0.09, 0.16], [-0.03, -0.01, -0.06], [0.22, 0.13, 0.02], [-0.10, 0.14, -0.07], [0.10, -0.02, 0.12], [-0.10, 0.06, -0.11], [-0.13, 0.09, -0.03], [0.06, 0.08, 0.03], [-0.07, -0.01, -0.09], [-0.04, 0.03, 0.12], [-0.11, -0.06, -0.03], [0.08, 0.08, -0.06], [0.15, -0.18, 0.22], [-0.03, -0.06, -0.07], [0.16, 0.02, 0.04], [-0.06, -0.06, -0.06], [-0.10, 0.07, 0.00], [0.01, -0.16, 0.23], [-0.05, 0.07, -0.11], [-0.02, -0.18, -0.03], [-0.11, -0.04, 0.20], [0.02, 0.02, 0.00], [0.15, 0.05, -0.20], [-0.06, 0.09, -0.04], [0.17, 0.05, 0.05], [-0.12, 0.03, -0.07], [0.08, 0.03, 0.01], [-0.01, 0.07, 0.03], [-0.02, -0.02, -0.06], [0.00, 0.05, -0.15], [0.07, -0.04, 0.06], [0.03, 0.04, 0.10], [-0.20, -0.09, -0.02], [0.06, -0.04, -0.02], [-0.08, -0.06, 0.05], [0.11, -0.02, -0.08], [-0.03, -0.03, 0.10], [-0.02, 0.08, -0.07], [-0.02, 0.01, -0.06], [-0.13, -0.01, 0.08], [-0.11, -0.04, -0.04], [0.03, 0.09, -0.07], [0.15, -0.10, 0.15], [-0.02, -0.01, -0.06], [0.15, 0.03, 0.07], [-0.11, -0.07, -0.03], [-0.04, 0.02, -0.09], [-0.03, 0.05, -0.02], [0.03, 0.02, -0.02], [0.14, -0.06, 0.02], [-0.04, 0.03, -0.14], [-0.06, -0.02, -0.04], [0.02, -0.11, 0.23], [0.00, 0.11, -0.01], [-0.11, -0.11, 0.09], [0.05, 0.09, -0.02], [-0.01, 0.01, -0.03], [-0.02, 0.05, -0.05], [-0.03, -0.05, -0.03], [-0.09, 0.07, 0.14], [-0.05, 0.02, -0.04], [0.05, 0.01, -0.05], [0.13, 0.01, 0.22], [-0.01, -0.07, -0.06], [0.16, 0.02, 0.05], [-0.13, -0.12, -0.04], [0.00, 0.01, 0.05], [-0.06, -0.03, 0.08], [0.06, 0.06, 0.01], [-0.12, 0.00, -0.07], [0.00, -0.01, 0.15], [0.01, -0.01, 0.06], [0.05, -0.08, -0.24], [0.06, 0.08, 0.02], [0.01, -0.18, -0.04], [0.00, 0.12, 0.00], [0.11, -0.05, 0.05], [0.06, 0.15, -0.05], [0.03, -0.10, 0.00], [-0.10, 0.06, -0.08], [0.16, 0.03, 0.03], [0.04, 0.01, 0.03], [-0.25, -0.06, 0.05], [0.04, -0.09, -0.07], [-0.07, 0.03, 0.16], [0.04, -0.03, -0.10], [-0.03, 0.01, -0.05], [0.07, -0.03, -0.11], [-0.06, 0.04, 0.02], [0.14, 0.05, -0.01], [0.04, -0.09, -0.16], [-0.08, 0.10, -0.05], [0.05, -0.05, 0.24], [-0.07, 0.09, 0.02], [0.01, -0.15, 0.06], [-0.05, 0.15, -0.01]], "lowdin_charge": [-0.2133, 1.0076, -0.3080, -0.5141, 0.0886, -0.1506, 0.6012, -0.2269, -0.2151, -0.0876, -0.4525, 0.0748, 0.0534, -0.6078, 0.1678, 0.1603, 0.0257, 0.0507, 0.0303, 0.0117, 0.1367, 0.1393, 0.1120, 0.0959, 0.1670, -0.5614, 0.0536, -0.0317, -0.2890, 0.0940, 0.1121, 0.1337, 0.1368, 0.1472, 0.1890, -0.5434, 0.0571, -0.0488, -0.3020, 0.0580, 0.1296, 0.1324, 0.1405, 0.1750, 0.1746, -0.5521, 0.0869, -0.0296, -0.3008, 0.0849, 0.1105, 0.1451, 0.1469, 0.1757, 0.1961, -0.5425, 0.0884, -0.0391, -0.3004, 0.0696, 0.1034, 0.1365, 0.1425, 0.1756, 0.1742, -0.5507, 0.0777, -0.0413, -0.2958, 0.0840, 0.1167, 0.1524, 0.1105, 0.1589, 0.1448, -0.5486, 0.0922, -0.0230, -0.3043, 0.0890, 0.1431, 0.1418, 0.1441, 0.1583, 0.1828, -0.5440, 0.0575, -0.0426, -0.3060, 0.0806, 0.1407, 0.1483, 0.1175, 0.1759, 0.1858, -0.5466, 0.0682, -0.0494, -0.3161, 0.0809, 0.1342, 0.1452, 0.1263, 0.1575, 0.1800, -0.5519, 0.0774, -0.0440, -0.3124, 0.0729, 0.1289, 0.1494, 0.1098, 0.1732, 0.1721, -0.5531, 0.0822, -0.0512, -0.3096, 0.0750, 0.1252, 0.1236, 0.1391, 0.1723, 0.1949, -0.5432, 0.0753, -0.0469, -0.3065, 0.0645, 0.1270, 0.1363, 0.1425, 0.1746]}

No. 2
{"formula": "C37H41Cl5FeGeN4Se", "method": "ωB97M-V/def2-TZVPD", "multiplicity": 6, "e_above_lowest_ev": 0.963, "s2": 8.76, "e_lumo_ev": [-3.37, -3.82], "total_charge": 1, "elements": ["Fe", "Cl", "C", "C", "C", "Cl", "C", "Cl", "C", "Cl", "C", "Cl", "C", "C", "N", "C", "C", "C", "C", "C", "C", "C", "C", "C", "N", "C", "H", "H", "H", "H", "H", "H", "H", "H", "C", "Ge", "C", "C", "C", "H", "H", "H", "H", "H", "H", "H", "H", "H", "H", "H", "C", "C", "C", "C", "N", "C", "Se", "N", "C", "C", "C", "C", "C", "C", "C", "C", "C", "C", "H", "H", "H", "H", "H", "H", "H", "H", "H", "H", "H", "H", "H", "H", "H", "H", "H", "H", "H", "H", "H", "H"], "positions_angstrom": [[-0.22112, -0.37934, -0.17153], [-1.81278, -0.45843, 3.26312], [-0.08355, -0.37451, 3.09349], [0.47324, -0.33071, 1.82260], [1.85858, -0.29176, 1.78126], [2.58779, -0.26632, 0.18138], [2.68481, -0.27749, 2.89570], [4.39282, -0.22066, 2.73818], [2.08226, -0.31282, 4.15397], [3.05348, -0.30210, 5.56720], [0.69143, -0.36300, 4.25597], [-0.04227, -0.41402, 5.80937], [0.41002, -0.33758, -4.76619], [0.25503, -0.72162, -3.42840], [0.22234, 0.13803, -2.42581], [0.35266, 1.45386, -2.71564], [0.49982, 1.93706, -4.02251], [0.52773, 0.99449, -5.06460], [0.63176, 3.34804, -4.24944], [0.64006, 4.21938, -3.21925], [0.51935, 3.75651, -1.86762], [0.57360, 4.61430, -0.75451], [0.46956, 4.08848, 0.50722], [0.29049, 2.70553, 0.65411], [0.23449, 1.88280, -0.37376], [0.36171, 2.38853, -1.61680], [0.43782, -1.09327, -5.53591], [0.15886, -1.76397, -3.17480], [0.64769, 1.32945, -6.08520], [0.73245, 3.69453, -5.26610], [0.74647, 5.27886, -3.39241], [0.70567, 5.67456, -0.90707], [0.52536, 4.71430, 1.38412], [0.18733, 2.25661, 1.63232], [1.58036, -4.17630, 1.60077], [-0.03026, -4.01422, 0.51643], [-0.23189, -5.56468, -0.67050], [-1.62290, -3.82133, 1.62805], [0.11435, -2.47735, -0.66865], [1.58980, -5.14013, 2.10326], [1.61392, -3.39697, 2.35767], [2.47508, -4.10092, 0.98962], [-0.29512, -6.47344, -0.07878], [0.61665, -5.65463, -1.34441], [-1.14178, -5.47813, -1.26062], [-1.84220, -4.75863, 2.13339], [-2.48649, -3.55112, 1.02460], [-1.47868, -3.05195, 2.38212], [-0.75028, -2.33633, -1.33075], [1.05845, -2.33326, -1.18715], [-4.99538, -1.32906, -2.99290], [-5.15622, 0.14047, -3.35219], [-4.00516, 0.68337, -4.19216], [-2.67980, 0.76697, -3.44343], [-2.71739, 1.78065, -2.39963], [-2.79060, 1.57614, -1.07256], [-2.66647, -0.06906, -0.19944], [-2.92481, 2.76304, -0.45079], [-3.14536, 2.99440, 0.97201], [-4.58620, 3.40417, 1.25377], [-5.60799, 2.30345, 0.98961], [-5.52727, 1.16045, 1.98944], [-2.91237, 3.76695, -1.40615], [-2.96291, 5.15069, -1.28952], [-2.87432, 5.87563, -2.46184], [-2.73856, 5.24733, -3.70709], [-2.68482, 3.87255, -3.82269], [-2.77580, 3.14321, -2.64390], [-5.91787, -1.72897, -2.58102], [-4.21314, -1.48461, -2.25082], [-4.74932, -1.91510, -3.87661], [-5.26631, 0.74113, -2.44460], [-6.08047, 0.27499, -3.91622], [-4.25946, 1.67208, -4.57838], [-3.85202, 0.03745, -5.06052], [-1.86245, 1.03076, -4.11768], [-2.43306, -0.17957, -2.95837], [-2.44856, 3.77782, 1.27749], [-2.87712, 2.07448, 1.49541], [-4.82796, 4.28923, 0.66252], [-4.63906, 3.70366, 2.30288], [-5.48855, 1.92429, -0.03069], [-6.60466, 2.74679, 1.02995], [-4.60121, 0.59612, 1.89185], [-6.34948, 0.46454, 1.84783], [-5.58553, 1.53831, 3.00794], [-3.06270, 5.63878, -0.33416], [-2.91499, 6.95339, -2.41864], [-2.67644, 5.85335, -4.59699], [-2.57458, 3.39350, -4.78194]], "forces_ev_per_angstrom": [[0.38, -0.39, 0.18], [-0.04, 0.10, 0.00], [-0.01, -0.01, -0.04], [0.20, -0.05, -0.08], [-0.03, -0.01, 0.00], [0.10, 0.03, 0.03], [0.00, 0.00, 0.03], [0.00, -0.01, 0.02], [0.05, -0.01, -0.02], [0.01, 0.01, -0.01], [-0.03, -0.02, -0.01], [0.00, 0.00, -0.04], [0.03, 0.06, 0.04], [0.08, 0.13, -0.01], [0.03, 0.06, 0.01], [0.11, 0.01, 0.07], [0.10, 0.01, 0.04], [0.04, -0.05, 0.06], [0.05, 0.02, 0.18], [0.05, -0.16, -0.06], [0.01, -0.06, 0.03], [-0.02, -0.14, 0.04], [-0.02, -0.05, -0.09], [-0.03, 0.07, -0.12], [0.09, -0.07, 0.05], [0.03, -0.03, 0.00], [0.00, -0.04, -0.04], [-0.03, -0.18, 0.08], [0.02, 0.02, -0.08], [0.02, 0.05, -0.13], [0.01, 0.13, -0.03], [0.02, 0.13, -0.01], [0.00, 0.05, 0.07], [0.01, -0.06, 0.10], [-0.11, 0.02, -0.03], [-0.03, 0.03, -0.09], [0.02, 0.10, 0.17], [0.14, -0.01, -0.03], [-0.28, 1.21, 0.09], [0.02, -0.09, 0.07], [0.00, 0.12, 0.10], [0.11, 0.00, -0.09], [-0.02, -0.15, 0.06], [0.07, 0.01, -0.06], [-0.06, 0.02, -0.05], [-0.04, -0.09, 0.05], [-0.11, 0.02, -0.09], [0.01, 0.04, 0.05], [0.05, -0.37, -0.19], [0.07, -0.26, -0.16], [0.02, 0.00, 0.05], [-0.02, 0.02, -0.08], [0.01, 0.00, 0.02], [-0.06, -0.19, -0.11], [-0.07, 0.06, 0.21], [0.09, -0.09, 0.15], [-0.61, -0.23, -0.02], [0.02, -0.14, -0.27], [0.06, -0.03, 0.17], [0.00, -0.01, 0.03], [-0.03, 0.05, 0.00], [0.02, -0.03, -0.02], [0.05, 0.11, -0.20], [0.02, -0.10, -0.08], [0.02, -0.02, -0.04], [-0.03, -0.02, 0.05], [-0.09, 0.04, 0.13], [-0.05, 0.24, 0.04], [-0.07, -0.04, 0.07], [0.03, -0.02, 0.00], [0.00, -0.08, -0.11], [-0.03, 0.03, 0.06], [-0.01, 0.03, 0.00], [-0.01, 0.03, -0.04], [0.01, -0.01, -0.01], [-0.17, -0.05, 0.03], [-0.08, 0.12, -0.07], [-0.01, -0.02, 0.03], [0.01, 0.07, -0.02], [-0.01, 0.04, -0.02], [0.00, 0.02, 0.02], [-0.02, -0.02, -0.04], [0.01, 0.02, -0.02], [0.05, -0.03, 0.02], [-0.07, -0.10, -0.02], [-0.03, 0.04, 0.13], [-0.02, 0.06, 0.13], [-0.01, 0.08, -0.01], [0.00, 0.07, -0.09], [0.01, -0.06, -0.11]], "lowdin_spin": [4.0297, 0.0063, 0.0255, 0.1010, 0.0244, 0.0463, 0.0001, 0.0025, 0.0083, 0.0031, 0.0013, 0.0010, 0.0012, 0.0050, 0.0423, 0.0033, 0.0010, 0.0008, 0.0004, 0.0002, 0.0009, 0.0002, 0.0009, 0.0043, 0.0353, 0.0023, 0.0001, 0.0009, 0.0001, 0.0001, 0.0001, 0.0000, 0.0002, 0.0006, -0.0007, 0.0379, 0.0253, 0.0002, 0.3789, -0.0001, -0.0001, 0.0001, 0.0034, 0.0001, 0.0001, -0.0002, 0.0000, -0.0001, 0.0286, 0.0226, 0.0013, 0.0004, 0.0003, 0.0010, 0.0078, 0.0200, 0.0969, 0.0080, 0.0016, 0.0003, 0.0006, 0.0016, 0.0012, 0.0009, 0.0019, 0.0017, 0.0013, 0.0013, 0.0000, 0.0015, 0.0000, 0.0003, 0.0000, 0.0000, 0.0000, 0.0002, 0.0006, 0.0002, 0.0010, 0.0000, 0.0000, 0.0004, 0.0000, 0.0016, 0.0000, 0.0001, 0.0000, 0.0001, 0.0001, 0.0000]}